(w)
The following is a quantum chemistry calculation of a cluster of 2 separate species, C3H12N4 in total, from OMol25.

Charge: +2
HOMO, eV: -18.481
Frontier orbital gap, Ha: 0.381

Last column: Löwdin charge in e.
Positions of all 19 atoms, in Å:
C1 -0.0181 0.8825 -0.3758  0.02
C2 1.2616 0.7686 -0.2862  -0.01
C3 -1.1169 -0.1074 -0.1202  -0.31
N1 2.4845 1.0709 -0.3439  0.25
N2 -1.8379 -0.3856 -1.2285  0.13
N3 1.7804 -1.5934 0.3618  0.07
N4 -2.0651 0.6314 1.0534  0.23
H1 -0.3571 1.8354 -0.7946  0.17
H2 -0.7564 -0.9978 0.3961  0.14
H3 3.0549 0.7946 -1.1440  0.18
H4 2.9862 1.4536 0.4591  0.18
H5 -2.3593 -1.2399 -1.3147  0.13
H6 -2.0568 0.3248 -1.9099  0.13
H7 1.1434 -2.3842 0.3147  0.06
H8 2.5347 -1.8170 -0.2819  0.07
H9 2.1750 -1.5942 1.2976  0.07
H10 -1.5417 1.3223 1.6036  0.16
H11 -2.8651 1.1025 0.6092  0.17
H12 -2.4463 -0.0672 1.7043  0.17

***

(x)
The following is a quantum chemistry calculation of the ion C3H12N4 with charge +2, from OMol25.

SMILES: C[C@H]([NH3+])/C(N)=N/[NH3+]
Charge: +2
HOMO, eV: -19.086
Frontier orbital gap, Ha: 0.436

Last column: Löwdin charge in e.
Positions of all 19 atoms, in Å:
C1 1.6980 0.9992 -0.4006  0.02
C2 1.0819 -0.0478 0.4567  -0.25
N1 1.3035 -1.3171 -0.2576  0.23
C3 -0.4315 0.1874 0.4813  -0.35
N2 -0.7777 1.1243 1.3413  0.24
N3 -1.0290 -0.4910 -0.4389  0.06
N4 -2.4657 -0.4578 -0.5686  0.18
H1 1.2880 0.6377 -1.3695  0.13
H2 2.6951 0.9743 -0.5147  0.07
H3 1.5799 2.0092 -0.4459  0.09
H4 1.3484 -0.1289 1.4460  0.14
H5 0.6249 -1.4863 -0.9526  0.13
H6 1.3367 -2.1071 0.4220  0.21
H7 2.2049 -1.2938 -0.7444  0.19
H8 -0.0066 1.6050 1.8556  0.18
H9 -1.6879 1.4770 1.4620  0.12
H10 -2.7603 -1.3354 -1.0429  0.19
H11 -2.9984 -0.5583 0.3829  0.23
H12 -3.0042 0.2093 -1.1121  0.18

***

Stability, descending: (w), (x)